ORCA calculation (wB97M-V/def2-TZVPD) on one molecule with the formula C4H7NO2.

Results
DFT total energy (eV): -9845.696
HOMO-LUMO gap (eV): 10.880
Total charge: 0
Energy relative to the best compared isomer or geometry (same formula, charge and spin) (kcal/mol): 36.5

Each line ends with the Mulliken charge.
Element x y z (Å)
N  1.0462  -1.4814  1.4470  -0.400
C  0.7886  -0.2725  0.8768  0.410
O  1.6907  0.4252  0.4471  -0.597
C  -0.6562  0.1788  0.7397  -0.578
C  -0.8299  0.8949  -0.6031  0.217
C  -0.1343  0.5819  -1.8568  -0.409
O  -1.4888  0.2013  -1.6510  -0.464
H  1.9949  -1.8102  1.3540  0.231
H  0.3560  -2.0916  1.8506  0.198
H  -0.8627  0.9062  1.5360  0.299
H  -1.3850  -0.6320  0.8772  0.301
H  -1.1252  1.9382  -0.4973  0.354
H  0.5964  -0.2227  -1.9350  0.191
H  0.0093  1.3840  -2.5852  0.247